Entry 1:
Computed, not measured: an isolated molecule of C6H16OSi2 in a non-equilibrium geometry, with ωB97M-V with the def2-TZVPD basis set.

Results
Energy relative to the best compared isomer or geometry (same formula, charge and spin) = 34.6 kJ/mol
HOMO energy = -9.38 eV
HOMO-LUMO gap = 10.190 eV
LUMO = 0.8 eV

Structure (XYZ):
```
25
C6H16OSi2 | OMol25 | ωB97M-V with the def2-TZVPD basis set
O 0.25191 0.87414 0.85474
C -2.54160 0.37111 0.21361
C -0.53294 2.63109 -0.77528
C 2.49618 -0.16181 1.48282
C -0.38419 -2.01068 1.28689
C 0.14813 -0.11494 -1.84175
C 0.93131 -1.16194 -1.14181
Si -0.79124 0.78528 -0.44648
Si 0.88578 -0.65750 0.68094
H -2.48806 0.40623 1.31110
H -3.21953 1.13847 -0.18755
H -2.84157 -0.61218 -0.06199
H 0.52087 2.91671 -0.61239
H -1.11488 3.34852 -0.17872
H -0.71095 2.73448 -1.90689
H 3.19006 -0.99010 1.53289
H 2.33778 0.07034 2.54761
H 2.93649 0.64340 0.89976
H 0.19100 -2.88787 1.68359
H -0.96222 -2.19931 0.36324
H -1.01667 -1.66470 2.10453
H 0.79980 0.62275 -2.31520
H -0.41673 -0.52302 -2.66427
H 0.45285 -2.20059 -1.17218
H 1.87843 -1.35788 -1.65719
```



Entry 2:
Computed, not measured: a cluster of 2 separate species, C6H16Si in total in a non-equilibrium geometry, with ωB97M-V with the def2-TZVPD basis set.

Results
Structure (SMILES) = CC(C)[SiH3].C=CC
Energy relative to the best compared isomer or geometry (same formula, charge and spin) = 291.9 kJ/mol
HOMO energy = -9.66 eV
HOMO-LUMO gap = 10.610 eV
LUMO = 0.9 eV

Structure (XYZ):
```
23
C6H16Si | OMol25 | ωB97M-V with the def2-TZVPD basis set
C 1.34520 -0.78720 0.96089
C 1.13589 -0.06892 -0.40503
C 1.83159 -0.78321 -1.61490
Si 2.11988 1.62106 -0.12271
H 2.44142 -1.14790 1.14361
H 1.20331 -0.08865 1.69092
H 0.63968 -1.56177 1.15821
H -0.03670 -0.02718 -0.55753
H 2.86048 -0.93555 -1.44577
H 1.43468 -1.72819 -1.81659
H 1.73337 -0.26404 -2.55757
H 3.33576 1.73596 -0.82063
H 2.48062 1.67580 1.36812
H 1.11972 2.74855 -0.55622
C -2.10555 -1.16206 0.96267
C -3.06944 -0.25026 0.81138
C -2.81178 0.90322 -0.13678
H -1.21672 -1.14487 0.27687
H -2.21075 -2.08365 1.57369
H -4.04475 -0.20263 1.30666
H -3.26313 0.59946 -1.17780
H -1.78674 1.14366 -0.36046
H -3.13605 1.80837 0.31895
```



Entry 3:
Computed, not measured: a structure of composition C6H17F2InNO3 in a non-equilibrium geometry, with ωB97M-V with the def2-TZVPD basis set.

Results
Net charge = +2
HOMO energy (alpha / beta) = -15.98 / -16.15 eV
HOMO-LUMO gap (alpha / beta) = 4.565 / 3.015 eV
LUMO (alpha / beta) = -11.4 / -13.1 eV
2S+1 = 2

Structure (XYZ):
```
30
C6H17F2InNO3 | OMol25 | ωB97M-V with the def2-TZVPD basis set
In -8.23928 2.83411 -20.58605
F -8.62145 1.41759 -23.16649
F -10.27992 4.36037 -19.02567
C -5.31030 5.92753 -23.74275
C -5.93870 5.17138 -22.55159
C -6.55113 6.19952 -21.55585
O -7.31995 5.57109 -20.50228
C -7.68385 6.62956 -19.60110
N -7.07505 4.37910 -23.05825
H -4.44085 6.44567 -23.33816
H -5.95691 6.62673 -24.27296
H -4.93524 5.18714 -24.44933
H -5.27416 4.45463 -22.06916
H -7.16395 6.87329 -22.15467
H -5.68254 6.76090 -21.21160
H -8.35172 6.21599 -18.84544
H -8.16694 7.51197 -20.02072
H -6.82412 6.94898 -19.01209
H -6.74868 3.70676 -23.73762
H -7.42988 5.08017 -23.69282
C -9.01062 3.41495 -16.09518
C -9.00907 2.05115 -16.77644
O -7.97616 2.06044 -17.75936
O -7.90882 3.59205 -15.23264
H -9.81772 3.38017 -15.36341
H -9.03637 4.29471 -16.73819
H -9.96311 1.85060 -17.26399
H -8.80330 1.28800 -16.02587
H -7.19262 1.77981 -17.28092
H -7.13967 3.54461 -15.80514
```



Entry 4:
Computed, not measured: a cluster of 2 separate species, C6H17N2 in total in a non-equilibrium geometry, with ωB97M-V with the def2-TZVPD basis set.

Results
Energy relative to the best compared isomer or geometry (same formula, charge and spin) = 108.6 kJ/mol
HOMO energy (alpha / beta) = -8.59 / -8.59 eV
HOMO-LUMO gap (alpha / beta) = 9.589 / 8.403 eV
LUMO (alpha / beta) = 1.0 / -0.2 eV
2S+1 = 2

Structure (XYZ):
```
25
C6H17N2 | OMol25 | ωB97M-V with the def2-TZVPD basis set
N -2.07592 1.00016 -2.66663
C -0.65340 0.75093 -2.16556
C 0.21383 0.31147 -3.35764
C -0.69350 -0.25767 -1.05467
N 1.27710 -0.64385 2.74581
C 0.17515 -0.21580 1.90655
C -0.13628 1.24737 2.16931
C 1.85592 -1.91220 2.37908
H -2.65262 0.48548 -2.00123
H 1.08995 -0.51520 3.72965
H -2.17281 0.36572 -3.46170
H -0.29631 1.74163 -1.87148
H 0.22932 1.05761 -4.14402
H -0.09803 -0.68876 -3.65392
H 1.21317 0.21282 -2.92987
H 0.26230 -0.78108 -1.02437
H -1.51550 -0.96683 -1.06611
H 0.57430 -0.32302 0.90265
H -0.75216 -0.81151 1.88428
H 0.78135 1.82176 2.06937
H -0.41196 1.36367 3.21996
H -0.88829 1.67779 1.51339
H 2.67190 -2.18026 3.05182
H 1.14946 -2.75236 2.34736
H 2.33274 -1.80638 1.40038
```



Entry 5:
Computed, not measured: the ion C6H17N2 with charge +1 in a non-equilibrium geometry, with ωB97M-V with the def2-TZVPD basis set.

Results
Structure (SMILES) = C[C@@H]([NH3+])CCCCN
Net charge = +1
Energy relative to the best compared isomer or geometry (same formula, charge and spin) = 285.6 kJ/mol
HOMO energy = -12.41 eV
HOMO-LUMO gap = 8.986 eV
LUMO = -3.4 eV

Structure (XYZ):
```
25
C6H17N2 | OMol25 | ωB97M-V with the def2-TZVPD basis set
C -2.57939 -0.37156 0.26752
C -1.63302 0.01164 -0.88540
N -2.08350 1.48907 -1.21001
C -0.09227 -0.30223 -0.82869
C 0.57517 0.81748 -0.02784
C 1.10379 0.20922 1.32116
C 2.54914 -0.42214 1.21905
N 2.39039 -1.47516 0.12307
H -2.06893 -0.41633 1.19146
H -3.26165 0.45926 0.54772
H -3.26663 -1.15104 0.02033
H -1.80815 -0.63876 -1.69313
H -1.75627 2.06955 -0.46255
H -3.14279 1.55072 -1.32533
H -1.71140 1.87498 -2.11096
H 0.03968 -1.31252 -0.26293
H 0.46571 -0.69364 -1.58849
H -0.10400 1.51146 0.33575
H 1.42537 1.19076 -0.66134
H 0.38123 -0.51514 1.81002
H 1.30999 1.00663 2.05750
H 3.35865 0.18366 1.21686
H 2.80906 -1.03128 2.21210
H 2.58331 -2.37778 0.55692
H 3.05806 -1.46243 -0.63019
```



Record order is preserved below.
Molecular weight: 160.37, 116.28, 304.02, 117.22, 117.22 Da